Here is a structure of composition C27H34GeIrN2SSe from the OMol25 dataset. Energies are from ωB97M-V with the def2-TZVPD basis set.

```
67
Properties=species:S:1:pos:R:3:forces:R:3:lowdin_spin:R:1
Ir -0.04299 -0.03390 0.54492 -0.511 -1.661 -0.300 0.534
S 0.26263 1.97300 -3.34899 0.033 -0.091 0.074 0.027
C 1.21393 0.51728 -3.50364 -0.002 0.022 -0.102 0.001
C 1.94453 0.06601 -4.60090 -0.067 0.084 0.010 0.002
C 2.62590 -1.12600 -4.47045 0.018 -0.060 0.053 -0.001
C 2.59062 -1.85850 -3.27490 0.005 0.035 -0.068 0.002
C 1.86490 -1.41346 -2.19049 -0.041 0.045 0.115 0.001
C 1.17379 -0.21372 -2.32048 -0.011 -0.204 0.130 0.001
N 0.38903 0.41234 -1.34933 0.394 -0.357 0.332 0.020
C -0.12380 1.55390 -1.75171 -0.137 0.535 -0.524 0.020
C -0.87953 2.31104 -0.77477 -0.195 0.274 -0.315 0.006
C -1.42315 3.57008 -0.97701 -0.046 0.038 -0.043 0.004
C -2.06649 4.20844 0.07793 0.029 -0.117 0.057 0.015
C -2.14647 3.58809 1.31896 0.004 -0.001 -0.073 -0.003
C -1.58742 2.32531 1.52043 -0.213 0.007 0.119 0.013
C -0.97502 1.68011 0.46497 -0.107 0.495 0.421 -0.005
H 1.98029 0.63153 -5.52206 -0.009 -0.005 0.003 0.000
H 3.20010 -1.50136 -5.30619 0.007 0.007 0.011 0.000
H 3.14579 -2.78356 -3.20386 -0.013 -0.004 -0.003 0.000
H 1.83388 -1.96418 -1.25775 0.038 -0.040 -0.026 0.000
H -1.33440 4.05713 -1.94131 -0.035 0.008 0.023 0.000
H -2.49987 5.18836 -0.06603 0.009 -0.002 -0.004 0.001
H -2.65260 4.08254 2.13764 0.055 0.022 0.008 0.000
H -1.64926 1.86074 2.49810 0.050 0.052 0.020 0.001
C -4.28718 -1.93240 -1.21977 -0.040 0.057 -0.071 0.001
Ge -3.23422 -3.50564 -0.78931 -0.083 -0.078 -0.104 0.006
C -4.31135 -5.11287 -0.75222 -0.041 -0.070 -0.106 0.001
C -1.65649 -3.65564 -1.90932 0.040 0.014 -0.087 0.001
C -2.54764 -3.38227 1.07416 0.126 -0.095 -0.369 0.033
Se -1.77507 -1.70843 1.67698 0.150 0.673 0.551 0.219
C -3.39122 -0.67244 1.98558 -0.179 -0.074 -0.125 0.020
H -4.63602 -2.03137 -2.24850 0.002 0.046 0.000 0.000
H -3.70859 -1.00880 -1.15121 -0.023 0.012 0.009 0.000
H -5.17053 -1.85956 -0.58498 0.003 0.033 -0.008 0.000
H -4.70465 -5.31058 -1.74975 -0.010 -0.026 0.017 0.000
H -5.15572 -4.99878 -0.07271 0.012 -0.011 0.006 0.000
H -3.72131 -5.97573 -0.44432 -0.017 0.002 0.010 0.000
H -1.95596 -3.78455 -2.94963 0.038 0.023 -0.010 0.000
H -1.06832 -4.52705 -1.62040 0.029 0.025 -0.004 0.000
H -1.02980 -2.76261 -1.84505 0.015 -0.017 -0.011 0.000
H -1.78015 -4.14664 1.19592 0.092 0.117 0.137 0.000
H -3.34714 -3.58792 1.78792 0.074 0.196 0.150 0.008
H -4.15733 -1.01727 1.29875 0.006 0.002 -0.029 0.000
H -3.17959 0.37498 1.80658 0.017 -0.010 -0.017 0.001
H -3.70664 -0.82491 3.01422 0.089 -0.081 0.028 0.007
C 4.14551 3.69011 1.48967 -0.510 -0.417 0.539 0.001
N 2.91482 3.13296 0.96715 0.287 0.371 -1.293 0.007
C 1.66826 3.70311 1.40667 0.371 -0.831 0.343 0.000
C 2.92996 1.81910 0.35974 -0.248 0.742 0.934 0.003
C 2.76025 0.73802 1.41840 -0.092 -0.057 -0.638 0.015
C 3.84323 0.47937 2.24757 -0.139 -0.268 0.197 0.001
C 3.77241 -0.47722 3.25553 -0.042 0.155 -0.100 0.003
C 2.60242 -1.18862 3.44974 -0.023 -0.038 0.050 -0.001
C 1.50929 -0.95987 2.62510 -0.288 -0.354 0.067 0.007
C 1.57774 -0.00699 1.60199 1.059 0.297 0.340 0.026
H 4.09128 4.77762 1.47288 0.078 0.018 -0.089 0.000
H 4.99514 3.35281 0.89915 0.043 0.057 -0.051 0.000
H 4.29184 3.38319 2.53600 0.290 0.125 0.008 0.000
H 1.80965 4.75193 1.65416 -0.047 0.035 -0.025 0.000
H 1.29480 3.17293 2.29814 -0.215 0.236 0.117 0.000
H 0.92004 3.60066 0.62362 -0.115 0.156 -0.103 0.000
H 3.88794 1.69606 -0.14457 -0.029 -0.137 -0.093 0.000
H 2.12027 1.74561 -0.36638 0.066 0.090 -0.131 0.003
H 4.76934 1.01917 2.09491 -0.048 0.023 -0.064 0.001
H 4.63539 -0.66629 3.87958 -0.009 -0.008 0.014 0.000
H 2.53171 -1.92639 4.23722 -0.035 -0.010 -0.025 0.000
H 0.60929 -1.53802 2.78771 0.089 -0.003 0.118 0.000
```
Positions in Å, forces in eV/Å.

Properties
- lowest unoccupied orbital energy (alpha / beta) (eV) = -7.685 / -8.788
- expectation value of S² = 0.7602
- multiplicity = 2
- Kohn-Sham gap (alpha / beta) (eV) = 5.07 / 3.93
- HOMO level (alpha / beta) (eV) = -12.76 / -12.72
- net charge = +2

=====

Here is a cluster of 2 separate species, C6H13NO2 in total from the OMol25 dataset. Energies are from ωB97M-V with the def2-TZVPD basis set.

```
22
Properties=species:S:1:pos:R:3:forces:R:3:mulliken_charge:R:1
C 0.72221 -1.41160 -0.11353 -1.843 -2.705 -0.840 0.583
C -0.52743 -1.30873 -0.70237 2.115 -0.686 0.608 -1.055
C -1.25486 1.07377 0.00508 2.425 0.305 0.687 -0.744
C 1.24525 1.38007 -0.80869 0.858 -1.213 -0.339 -1.403
C -2.12401 0.71683 1.18885 -0.022 -0.027 0.081 -1.128
C 0.48040 0.61942 0.25213 -4.539 3.856 0.676 1.139
N 1.86527 -1.61713 -0.90000 0.506 0.300 -0.129 -0.534
O 0.78536 -1.87600 1.18175 0.324 0.827 -0.144 -0.596
O 0.76812 0.69273 1.45808 0.590 -1.099 -0.887 -0.770
H 1.02656 -1.07878 1.71217 -0.251 -0.177 0.173 0.442
H 2.70130 -1.64051 -0.32454 -0.149 0.004 -0.109 0.252
H 1.80406 -2.48037 -1.43058 0.015 0.245 0.100 0.258
H -1.40808 -1.59015 -0.14366 0.092 0.391 0.111 0.364
H -0.61411 -1.13085 -1.76395 0.065 0.223 0.019 0.366
H -1.71994 0.89334 -0.96424 0.273 -0.416 -0.056 0.358
H -1.04592 2.14430 0.01779 -0.262 0.255 0.106 0.481
H 2.27136 1.01304 -0.85626 0.069 0.115 -0.091 0.409
H 0.79818 1.25698 -1.79391 -0.042 0.038 0.044 0.283
H 1.27895 2.43490 -0.53168 -0.269 -0.159 0.148 0.406
H -2.50258 -0.30766 1.15148 0.011 0.042 -0.007 0.246
H -1.56227 0.83047 2.12008 0.011 -0.027 -0.128 0.259
H -2.98783 1.38594 1.24602 0.025 -0.092 -0.022 0.382
```
Positions in Å, forces in eV/Å.

Properties
- lowest unoccupied orbital energy (eV) = -0.007
- Kohn-Sham gap (eV) = 8.37
- HOMO level (eV) = -8.38
- net charge = 0
- SMILES = CCC(C)=O.C=C(N)O

=====

Here is a cluster of 2 separate species, C5H11NO in total from the OMol25 dataset. Energies are from ωB97M-V with the def2-TZVPD basis set.

```
18
Properties=species:S:1:pos:R:3:forces:R:3:mulliken_charge:R:1
C -0.08542 0.26769 -2.27990 -0.491 0.229 -0.257 -0.926
C 1.79315 -0.73329 0.21868 0.649 -0.406 0.113 -0.539
N 0.56588 -0.58477 0.67974 -0.185 0.542 0.170 0.188
C -0.40310 -1.53071 0.74330 0.094 -0.328 0.347 -0.621
C 0.21779 0.79969 1.02795 -0.165 -0.173 0.016 0.805
O 1.05662 1.65018 1.04228 0.014 -0.139 -0.024 -0.514
C -1.21550 1.04904 1.35094 -0.100 0.138 0.029 -1.392
H 0.56254 0.01692 -3.14981 -0.528 -0.654 0.824 0.289
H 0.41506 1.17413 -1.86976 -0.448 -0.923 0.505 0.190
H -1.01619 0.62811 -2.70394 -0.191 0.326 -0.388 0.314
H 2.44564 0.12033 0.15442 -0.165 -0.059 -0.007 0.275
H 2.13360 -1.74348 0.08186 0.106 -0.065 -0.211 0.256
H -0.05603 -2.54842 0.62593 -0.091 0.055 -0.174 0.213
H -1.26779 -1.35560 1.36297 0.156 0.061 -0.122 0.213
H -0.49606 -0.54988 -1.58209 1.576 1.061 -0.890 0.161
H -1.28176 2.12319 1.48150 -0.310 0.027 0.073 0.341
H -1.50379 0.52475 2.26513 0.040 0.172 -0.024 0.376
H -1.86463 0.69211 0.55078 0.039 0.134 0.021 0.368
```
Positions in Å, forces in eV/Å.

Properties
- lowest unoccupied orbital energy (alpha / beta) (eV) = 0.212 / 0.074
- Kohn-Sham gap (alpha / beta) (eV) = 7.54 / 7.27
- HOMO level (alpha / beta) (eV) = -7.33 / -7.19
- net charge = 0

=====

Here is the ion C6H5NO4S with charge -2 from the OMol25 dataset. Energies are from ωB97M-V with the def2-TZVPD basis set.

```
17
Properties=species:S:1:pos:R:3:forces:R:3:mulliken_charge:R:1
C 1.44694 0.31474 -0.45513 -0.262 0.830 -0.685 -0.624
C 0.41708 0.88778 0.21826 1.773 1.778 -0.064 -0.421
C 0.93853 -0.96257 -0.89747 0.372 -1.702 -1.746 0.155
C -2.49590 1.66029 0.40922 -0.232 -0.066 -0.375 0.543
C -0.67687 -0.00001 0.14921 -0.916 -2.369 0.154 0.777
C -1.91616 0.29153 0.93231 3.651 2.638 1.175 -0.904
N -0.43225 -1.13225 -0.50040 0.381 1.786 1.198 -0.823
O -2.09345 2.01888 -0.74076 -0.643 -0.281 1.339 -0.696
O 3.12114 -2.31185 -1.59196 -0.046 -0.006 0.955 -0.660
O -3.28886 2.23997 1.18960 0.080 0.072 -0.250 -0.761
O 2.88532 -1.83679 0.85718 1.050 0.542 1.297 -0.571
S 2.27576 -2.39531 -0.33819 -1.220 -0.375 -2.234 0.405
H 2.40656 0.69137 -0.84784 -0.524 -0.122 0.836 0.376
H 0.33400 1.89506 0.67976 0.244 -0.882 -0.397 0.336
H 1.04901 -1.17481 -1.98866 0.029 0.238 0.791 0.327
H -1.49198 0.36188 2.03315 -1.230 0.206 -1.808 0.176
H -2.47888 -0.54791 0.89172 -2.507 -2.289 -0.187 0.365
```
Positions in Å, forces in eV/Å.

Properties
- lowest unoccupied orbital energy (eV) = 5.840
- Kohn-Sham gap (eV) = 6.44
- HOMO level (eV) = -0.60
- net charge = -2

=====

Here is a structure of composition C23H42FN8PS2SiTeTi from the OMol25 dataset. Energies are from ωB97M-V with the def2-TZVPD basis set.

```
80
Properties=species:S:1:pos:R:3:forces:R:3:lowdin_spin:R:1
Ti -0.71584 -0.32425 -0.40081 -0.236 0.969 -0.850 1.581
N -1.49168 1.77209 0.52006 0.144 0.143 -0.048 0.014
C -1.10122 3.19511 0.62435 0.089 -0.114 0.048 0.002
C -0.94167 3.90595 -0.70482 0.040 -0.235 -0.168 0.000
N -0.12280 3.11898 -1.62446 0.008 0.150 0.038 0.003
H -2.38380 1.71476 0.03439 -0.057 0.009 0.066 0.003
H -1.64971 1.42956 1.46376 -0.123 0.021 0.000 0.002
H -0.14314 3.23220 1.14059 -0.022 -0.057 0.076 0.000
H -1.83134 3.74068 1.22716 0.029 0.092 0.036 0.000
H -0.51439 4.89068 -0.48499 -0.094 0.082 0.032 0.000
H -1.92092 4.06897 -1.16480 -0.002 0.010 -0.016 0.000
H 0.72396 2.80434 -1.16130 -0.021 -0.082 0.024 0.000
H 0.16469 3.68384 -2.41450 0.011 0.000 -0.001 0.000
C -1.38688 -4.69540 -2.85863 0.134 -0.075 -0.249 0.002
Si -1.50212 -3.34530 -1.56281 0.189 0.251 -0.119 0.007
C -3.31967 -2.93011 -1.60385 -0.283 0.029 0.102 0.004
C -1.06548 -4.19025 0.04687 -0.004 -0.061 0.281 0.001
N -0.61814 -1.85868 -1.80028 0.502 -0.251 -0.401 0.008
C 0.60089 -1.76080 -2.47805 -0.323 0.103 0.010 0.004
C 1.18341 -2.74452 -3.29651 0.081 -0.030 -0.020 0.001
C 2.41560 -2.57671 -3.91147 -0.060 0.005 0.019 0.000
C 3.14151 -1.40438 -3.76824 -0.015 0.010 -0.005 0.001
C 2.59108 -0.38284 -3.00658 0.116 -0.012 -0.082 0.000
C 1.37505 -0.59079 -2.41474 -0.104 -0.086 -0.123 0.003
F 0.85096 0.48287 -1.69219 0.168 -0.177 -0.159 0.028
H -2.20268 -5.39439 -2.64665 0.020 0.010 -0.016 0.000
H -0.45424 -5.26177 -2.81016 -0.054 -0.018 0.003 0.000
H -1.51734 -4.33107 -3.88151 -0.007 -0.017 0.039 0.000
H -3.90417 -3.78416 -1.24547 0.022 0.029 -0.038 0.000
H -3.62580 -2.72774 -2.63418 -0.003 -0.008 0.033 0.000
H -3.58071 -2.07365 -0.98298 -0.018 -0.009 -0.025 0.003
H -0.98921 -5.27070 -0.10406 -0.025 0.032 0.021 0.000
H -1.82339 -4.01868 0.81673 0.033 -0.017 -0.020 0.000
H -0.10447 -3.84915 0.43672 0.004 -0.043 -0.018 0.000
H 0.64645 -3.66503 -3.45462 0.063 -0.006 0.026 0.000
H 2.80989 -3.38224 -4.51833 -0.006 -0.005 0.017 0.000
H 4.10533 -1.27928 -4.24173 -0.012 0.005 0.004 0.000
H 3.09078 0.56869 -2.87490 -0.018 -0.017 0.036 0.000
C -4.34533 0.20940 -2.94667 -0.112 -0.079 -0.044 0.007
Te -2.25439 0.62603 -2.86631 -0.097 -0.058 -0.241 0.009
C -2.73601 2.59000 -3.52528 -0.043 0.206 0.059 -0.002
H -4.86634 1.01735 -2.43547 -0.022 -0.030 0.008 0.000
H -4.57271 -0.74009 -2.47320 0.017 0.017 -0.009 0.000
H -4.65238 0.18082 -3.98968 -0.029 -0.011 0.022 0.000
H -3.25516 2.49011 -4.47648 0.013 0.027 0.011 0.000
H -1.82445 3.16283 -3.66233 0.006 -0.030 0.000 0.000
H -3.38476 3.08930 -2.80714 0.017 0.017 -0.025 0.000
C 4.41256 2.31567 3.34696 -0.202 -0.095 -0.042 0.000
N 4.15724 0.91331 3.04001 0.077 -0.031 -0.040 0.000
C 3.32568 0.34317 4.09565 -0.055 0.089 -0.084 0.000
N 2.07840 1.07680 4.32328 -0.122 0.009 0.070 0.000
C 2.39588 2.48016 4.57687 0.064 -0.101 -0.177 0.000
N 3.19234 3.10320 3.52235 0.031 0.101 -0.062 0.000
C 2.44111 3.18468 2.26121 0.054 -0.121 0.162 0.000
P 1.85302 1.53719 1.56656 0.340 0.451 0.116 0.002
C 3.53491 0.74337 1.72333 -0.082 -0.056 0.129 0.000
C 1.15902 0.93857 3.19170 0.120 0.013 0.004 0.000
H 5.00946 2.75466 2.54581 0.017 0.011 -0.007 0.000
H 4.98120 2.36322 4.27816 0.024 0.007 0.006 0.000
H 3.89625 0.36151 5.02669 0.018 -0.020 0.008 0.000
H 3.09137 -0.69211 3.84227 0.000 -0.013 0.014 0.000
H 2.96637 2.53603 5.50629 -0.001 0.016 0.022 0.000
H 1.46571 3.03864 4.69988 -0.016 0.013 0.020 0.000
H 3.08445 3.64928 1.50840 -0.019 0.061 -0.005 0.000
H 1.59074 3.85519 2.41789 -0.029 0.002 -0.031 0.000
H 4.18253 1.18747 0.96376 0.033 -0.028 -0.026 0.000
H 3.45865 -0.32252 1.50765 0.016 -0.013 -0.053 0.000
H 0.86643 -0.10678 3.08826 -0.010 -0.026 -0.022 0.000
H 0.25673 1.52084 3.41001 -0.054 -0.043 0.019 0.000
S -4.16170 -0.94310 2.52066 -0.102 0.014 0.088 0.070
C -2.72820 -1.70972 3.06253 -0.201 -0.028 0.135 -0.010
C -1.77434 -1.64529 2.11720 0.125 0.095 -0.292 0.019
N -2.13039 -0.96952 0.94462 -0.794 -0.340 1.258 0.046
C -3.38340 -0.55287 1.05709 0.001 -0.207 -0.200 0.132
H -2.66846 -2.16846 4.03567 0.029 -0.006 -0.037 -0.001
H -0.78646 -2.06766 2.19861 0.046 0.055 -0.067 0.001
H -3.91834 -0.06875 0.25229 0.068 0.059 -0.002 0.008
S 2.76010 -3.08338 0.68401 -0.127 0.218 -0.019 0.024
C 1.65379 -1.90871 0.64534 0.314 -0.321 0.223 0.025
N 0.84007 -1.05667 0.65456 0.521 -0.454 0.560 -0.001
```
Positions in Å, forces in eV/Å.

Properties
- lowest unoccupied orbital energy (alpha / beta) (eV) = -0.039 / -0.058
- expectation value of S² = 2.0134
- multiplicity = 3
- Kohn-Sham gap (alpha / beta) (eV) = 5.80 / 7.09
- HOMO level (alpha / beta) (eV) = -5.84 / -7.15
- net charge = 0

=====

Here is a structure of composition C2H3NaO2 from the OMol25 dataset. Energies are from ωB97M-V with the def2-TZVPD basis set.

```
8
Properties=species:S:1:pos:R:3:forces:R:3:mulliken_charge:R:1
O -0.51486 -0.93779 0.31339 -0.288 -0.320 0.253 -0.651
C -0.81180 0.26989 -0.37318 0.162 0.529 -0.052 -0.329
C 0.40262 0.44464 0.43415 0.568 -0.428 -0.371 0.145
O 1.59083 0.21839 -0.00515 -0.112 0.329 0.062 -0.880
Na 1.48304 -1.95693 -0.30041 -0.374 0.634 0.180 0.995
H -1.73032 0.76399 -0.02727 0.153 -0.169 -0.210 0.222
H -0.68722 0.28511 -1.46522 -0.077 -0.184 0.268 0.178
H 0.26771 0.91270 1.42370 -0.031 -0.391 -0.130 0.319
```
Positions in Å, forces in eV/Å.

Properties
- lowest unoccupied orbital energy (eV) = -0.690
- Kohn-Sham gap (eV) = 7.10
- HOMO level (eV) = -7.79
- net charge = 0

=====

Energy above the lowest of the compared OMol25 structures with the same formula, charge and spin
In order: 116.1 371.1 352.2 0.0 123.9 31.0
Unit: kJ/mol
E
In order: -167050.4482 -12014.8793 -8898.0466 -26817.5480 -108417.8288 -10633.0658
Unit: eV